Entry 1:
{"formula": "C5H10NO2", "method": "ωB97M-V/def2-TZVPD", "lumo_ev": [-4.84, -5.14], "charge": 1, "e_homo_ev": [-12.9, -12.1], "symbols": ["C", "C", "C", "C", "C", "N", "O", "O", "H", "H", "H", "H", "H", "H", "H", "H", "H", "H"], "positions_angstrom": [[-1.12348, -0.35599, -1.09862], [-0.54441, -1.17501, 1.54494], [0.72935, -0.04239, -2.82779], [-0.06992, 0.03684, 3.46799], [0.81588, 0.96151, -0.72885], [0.09317, 0.21223, -1.50536], [-0.95551, -1.44125, 0.45545], [-0.37774, -0.02613, 1.97711], [-1.89479, 0.41616, -0.77495], [-1.44433, -1.17245, -1.69449], [1.52129, 0.71550, -3.08166], [-0.03715, -0.10096, -3.54242], [1.16318, -1.07877, -2.73678], [0.81406, 0.66646, 3.44026], [0.04674, -0.87047, 4.03208], [-0.88687, 0.64240, 3.86262], [1.68127, 1.46409, -1.10395], [0.46926, 1.14822, 0.31442]], "forces_ev_per_a": [[-0.7351, 2.1919, 0.2724], [-0.6416, -2.0203, 0.2712], [1.1509, -1.6765, 0.7177], [-0.1696, 2.3948, -0.9389], [-1.2760, 0.4494, 1.6741], [1.1809, 0.8827, 0.3161], [-0.0460, -1.4914, -1.9488], [0.7640, 1.8833, 2.8138], [1.1921, -1.3150, -0.2827], [-0.3057, -0.3777, -0.5057], [-1.0449, -0.8332, 0.4592], [-0.8679, 0.2072, -1.1366], [-0.1242, 1.1049, -0.3128], [0.1885, -0.2657, 0.5017], [0.0099, -0.7079, -0.6293], [0.0467, -0.2528, 0.0243], [0.3241, 0.0308, -0.2114], [0.3538, -0.2046, -1.0843]]}

Entry 2:
{"formula": "C5H10NO2", "method": "ωB97M-V/def2-TZVPD", "lumo_ev": -5.90, "charge": 1, "e_homo_ev": -14.3, "symbols": ["C", "C", "C", "C", "C", "N", "O", "O", "H", "H", "H", "H", "H", "H", "H", "H", "H", "H"], "positions_angstrom": [[-2.82718, -0.34441, 0.05554], [1.58991, -1.18967, 0.95291], [-0.28327, 1.68320, -0.95122], [0.84253, 0.11371, 0.83394], [0.25028, 0.33204, -0.56375], [-0.71270, -0.78494, -0.53128], [-2.86222, 0.67862, 0.62162], [-0.35363, -1.91124, -0.67228], [-3.23470, -1.25256, -0.24091], [0.95219, -2.01983, 0.87792], [2.33720, -1.17891, 0.14738], [2.26684, -1.23442, 1.82626], [-0.77727, 2.20116, -0.13768], [-0.98000, 1.54834, -1.83397], [0.66903, 2.21374, -1.45739], [1.81480, 0.67718, 0.81307], [0.34167, 0.41138, 1.71615], [0.96652, 0.05663, -1.45631]], "forces_ev_per_a": [[2.6403, 5.5516, 2.8828], [1.6990, 0.3762, 0.1389], [0.9981, 0.3665, -2.3059], [4.0753, 0.7471, -0.8210], [1.2431, -1.3183, -1.6364], [-2.0806, -0.6578, -0.2043], [-0.3263, -4.0758, -2.3607], [-0.6286, 1.3870, -0.3454], [-0.9637, -1.7454, -0.7095], [-0.3332, -1.5344, 0.2602], [-0.4443, -0.5287, -0.1766], [-0.9240, 0.0076, 0.0529], [0.2256, 0.4477, -0.1152], [0.5463, 0.2906, 1.0092], [-2.3618, -0.6380, 1.6436], [-1.3063, 0.9189, 0.0485], [-1.2404, 0.4033, 0.4811], [-0.8186, 0.0019, 2.1578]]}

Entry 3:
{"formula": "C5H10NO2", "method": "ωB97M-V/def2-TZVPD", "lumo_ev": -4.88, "charge": 1, "e_homo_ev": -16.5, "symbols": ["C", "C", "C", "C", "C", "N", "O", "O", "H", "H", "H", "H", "H", "H", "H", "H", "H", "H"], "positions_angstrom": [[1.26268, 2.37978, -1.85135], [-1.50075, -1.75258, -0.16008], [1.41116, -0.47109, 0.68925], [-0.76205, -0.43242, -0.50153], [-0.40251, 0.91430, 1.41131], [0.06163, 0.08004, 0.55275], [0.96582, 1.89851, -0.89052], [1.53110, 2.88735, -2.82065], [-2.24753, -1.66072, 0.56953], [-1.92347, -2.11922, -0.98863], [-0.81262, -2.48603, 0.19739], [1.78415, -0.62807, -0.28231], [2.05777, 0.25861, 1.27178], [1.50886, -1.48274, 1.11306], [-1.48633, 0.37535, -0.61143], [-0.23189, -0.42586, -1.45702], [0.15291, 1.17911, 2.35705], [-1.36893, 1.48568, 1.40141]], "forces_ev_per_a": [[0.7948, 1.7535, -2.8988], [2.9019, 1.7554, 1.7179], [1.1752, 0.5092, 1.6622], [-2.0693, 0.4998, -0.9717], [0.2228, 0.6750, 1.5001], [-0.0843, -0.0434, 2.5522], [-1.4135, -2.5538, 5.2109], [0.8909, 1.3347, -2.7993], [-1.0098, 0.5944, 1.1170], [-1.5791, -1.2948, -3.2993], [0.6237, -0.6001, 0.2051], [0.5767, 0.3720, -1.3139], [-0.8218, -1.0462, -0.8357], [-0.8044, 0.4468, 0.3972], [-0.3918, -0.2504, -0.3302], [0.2906, -0.4515, 0.3705], [-0.0169, -0.4984, -1.4301], [0.7142, -1.2022, -0.8540]]}

Entry 4:
{"formula": "C5H10NO3", "method": "ωB97M-V/def2-TZVPD", "lumo_ev": 3.66, "charge": -1, "e_homo_ev": -4.5, "symbols": ["C", "C", "O", "O", "H", "H", "H", "C", "C", "C", "O", "N", "H", "H", "H", "H", "H", "H", "H"], "positions_angstrom": [[-0.95954, -1.44083, -2.47623], [-1.03193, -2.25458, -1.12177], [0.05246, -2.34845, -0.48954], [-2.12840, -2.84994, -0.92812], [-0.84040, -2.11200, -3.44422], [0.09709, -0.99023, -2.60637], [-1.75977, -0.66506, -2.53293], [0.01815, 1.71912, 1.17733], [-0.06780, 0.88296, 2.50901], [1.34689, 1.46029, 0.43335], [2.23065, 2.25115, 0.57764], [1.32004, 0.32194, -0.32582], [-0.89370, 1.55135, 0.57670], [0.13652, 2.75321, 1.58439], [-0.97797, 1.12179, 2.98689], [0.77829, 1.07764, 3.15683], [2.11913, 0.05259, -0.76737], [0.59801, -0.36433, -0.53142], [-0.03771, -0.16660, 2.22164]], "forces_ev_per_a": [[2.2446, -0.0921, -1.4949], [-0.6523, -1.4242, -1.3375], [-0.4193, 0.6232, 0.1467], [1.0241, 0.9265, 0.1932], [-1.2829, 0.8820, 2.0017], [-1.6288, 0.0625, 0.6976], [0.6104, -0.7263, -0.3465], [0.5900, 0.4170, 1.6893], [0.9152, -0.4374, -2.1378], [-3.7882, -1.7246, -0.1239], [2.2240, 0.6784, -0.2190], [-1.0508, 1.3893, 0.9914], [0.5256, 0.2134, 0.1863], [-0.5383, -0.4287, -1.0064], [-0.9991, 0.1178, 0.7291], [0.1382, 0.2038, 0.1029], [2.8276, -0.5403, -1.2845], [-0.5434, 0.0660, 0.9051], [-0.1966, -0.2062, 0.3073]]}

Entry 5:
{"formula": "C5H10NO3", "method": "ωB97M-V/def2-TZVPD", "lumo_ev": 3.74, "charge": -1, "e_homo_ev": -4.7, "symbols": ["C", "C", "O", "O", "H", "H", "H", "C", "C", "C", "O", "N", "H", "H", "H", "H", "H", "H", "H"], "positions_angstrom": [[0.37354, -0.21746, -2.92159], [-0.96557, -0.15796, -2.15220], [-1.06713, -0.95787, -1.16932], [-1.83561, 0.61071, -2.58760], [1.24634, -0.31806, -2.28079], [0.46460, 0.66619, -3.55346], [0.27421, -1.07932, -3.58919], [0.75428, -0.61896, 2.47962], [1.25163, -1.65280, 1.47655], [0.42770, 0.75634, 1.89235], [0.32910, 1.72527, 2.64055], [0.27165, 0.83179, 0.56282], [-0.14768, -0.93058, 3.00568], [1.46666, -0.35408, 3.25726], [1.34301, -2.62715, 1.93779], [-0.21381, 1.65846, 0.24158], [-0.01351, 0.00122, 0.02210], [2.19879, -1.31510, 1.05232], [0.58774, -1.70761, 0.61431]], "forces_ev_per_a": [[-0.4925, 0.2129, -0.3727], [-0.0541, -0.4067, 0.1706], [0.2873, 0.2560, -0.0389], [0.0239, 0.1160, -0.0001], [-0.0158, -0.1705, 0.0841], [0.0938, 0.0332, 0.0348], [0.2975, -0.0565, 0.1095], [-0.0249, 0.6814, -0.2575], [-0.0681, 0.6736, -0.1286], [-0.1477, -0.0437, 0.4806], [0.0746, -0.0434, -0.0293], [-0.4145, -0.1034, -0.5197], [-0.1197, -0.1576, -0.0773], [0.2621, -0.3763, 0.1225], [0.1632, -0.2585, -0.0176], [0.1959, 0.0912, 0.0537], [-0.0246, 0.1204, 0.0732], [0.2072, -0.2354, 0.1940], [-0.2436, -0.3328, 0.1184]]}

Entry 6:
{"formula": "C5H10NO3", "method": "ωB97M-V/def2-TZVPD", "lumo_ev": 3.64, "charge": -1, "e_homo_ev": -4.5, "symbols": ["C", "C", "C", "O", "N", "H", "H", "H", "H", "H", "H", "H", "C", "C", "O", "O", "H", "H", "H"], "positions_angstrom": [[-1.08678, -1.66169, 1.03035], [0.09829, -2.47845, 0.85002], [-1.87582, -1.18287, -0.18566], [-2.18474, -2.02970, -1.08333], [-1.97916, 0.17228, -0.38422], [-1.85874, -2.08544, 1.68295], [-0.59346, -0.82096, 1.55022], [0.78974, -1.77828, 0.37569], [-2.58642, 0.52287, -1.05597], [-1.22989, 0.75470, -0.15117], [0.07908, -3.40099, 0.16131], [0.54262, -2.80849, 1.79573], [2.03815, 2.27237, -1.21348], [1.17649, 2.66001, 0.02880], [1.76534, 3.44123, 0.82084], [0.02166, 2.10128, 0.13582], [3.13884, 2.17909, -0.94434], [1.75397, 2.93430, -1.98076], [1.99082, 1.20873, -1.43280]], "forces_ev_per_a": [[-1.8445, 1.8576, 1.1702], [2.1128, -2.6001, -2.1867], [1.4318, -1.1510, -3.5599], [-0.3185, 1.8183, 2.5497], [-0.8501, -2.8604, 1.4514], [0.1890, -0.0860, 0.1585], [-1.2361, 0.3397, 0.0167], [0.5616, -0.4218, -0.0125], [-0.9214, 0.2044, -1.5744], [1.6437, 1.5765, 1.0508], [-0.4702, 1.3136, 0.9766], [-0.1835, 0.1901, -0.0758], [1.5163, -1.8255, 2.1870], [0.3880, -0.6780, 0.8301], [-1.1809, -0.5286, -0.5437], [1.3394, 0.8964, -0.1282], [-1.0170, 1.5881, -0.2755], [0.2082, 0.5125, -1.3506], [-1.3686, -0.1458, -0.6839]]}

Number 1: total energy -401.31777 Ha. Number 2: total energy -401.29068 Ha. Number 3: total energy -401.48221 Ha. Number 4: total energy -477.06524 Ha. Number 5: total energy -477.09867 Ha. Number 6: total energy -477.05298 Ha.